C4H8S2 | ωB97M-V/def2-TZVPD

```
14
Properties=species:S:1:pos:R:3:forces:R:3:lowdin_charge:R:1
S 2.767 -0.868 -0.218 -0.54 -0.07 0.20 0.706
C 1.475 0.216 0.486 -1.42 -0.76 -0.09 -0.557
C 0.166 -0.202 -0.263 0.35 1.44 0.86 -0.673
C -1.097 0.716 -0.031 0.72 -0.56 0.06 -0.254
C -2.045 -0.457 -0.247 -1.43 -1.13 -1.29 -0.477
S -0.787 -1.713 0.204 0.41 0.50 -0.09 0.817
H 3.838 -0.278 0.274 0.44 0.30 0.31 -0.173
H 1.262 0.135 1.569 0.54 -0.35 -0.45 0.082
H 1.677 1.266 0.292 0.08 0.06 -0.31 0.070
H 0.387 -0.242 -1.329 -0.08 -0.03 -0.10 0.082
H -1.200 1.102 1.000 0.39 -0.22 -0.46 0.115
H -1.130 1.538 -0.753 -0.29 -0.06 0.17 0.104
H -2.358 -0.595 -1.334 0.52 0.26 1.25 0.093
H -2.954 -0.619 0.351 0.32 0.63 -0.07 0.065
```
Positions in Å, forces in eV/Å.

## Properties
LUMO level ... 0.79 eV
SMILES string ... SC[C@@H]1CCS1
Energy relative to the best compared isomer or geometry (same formula, charge and spin) ... 25.2 kcal/mol

C4H8S3 | ωB97M-V/def2-TZVPD

```
15
Properties=species:S:1:pos:R:3:forces:R:3:lowdin_charge:R:1
C 1.708 1.005 -2.229 0.39 -1.18 1.52 -1.425
C 1.429 -1.943 0.243 1.42 2.84 0.18 -0.310
C -0.054 1.812 0.669 2.56 2.67 -0.61 -0.177
C -0.458 1.103 -0.587 -1.69 -0.99 -0.92 -0.535
S 3.158 1.348 -2.805 -0.77 0.39 -0.57 0.623
S 2.166 -0.650 -1.135 -0.17 -0.37 0.61 0.606
S 0.121 1.694 -2.291 0.47 -0.33 1.56 0.840
H 0.533 -2.382 -0.046 -1.42 -0.91 -0.68 -0.017
H 1.361 -1.554 1.290 0.12 0.04 -1.08 0.038
H 2.302 -2.564 0.145 0.08 -0.55 0.03 -0.009
H 1.086 1.776 0.768 -1.41 0.01 0.00 0.088
H -0.297 2.951 0.591 0.15 -2.07 0.43 0.107
H -0.462 1.345 1.560 -0.32 0.07 -0.06 0.068
H -1.593 1.178 -0.627 1.31 -0.48 -0.39 0.090
H -0.105 0.040 -0.575 -0.71 0.87 -0.02 0.015
```
Positions in Å, forces in eV/Å.

## Properties
LUMO level ... -0.37 eV
Energy relative to the best compared isomer or geometry (same formula, charge and spin) ... 56.5 kcal/mol

C4H8Si | ωB97M-V/def2-TZVPD

```
13
Properties=species:S:1:pos:R:3:forces:R:3:lowdin_charge:R:1
C -2.940 -0.009 0.307 0.17 -0.56 0.16 -0.007
C -1.742 -0.012 0.155 1.63 0.19 0.08 -0.233
Si 0.198 -0.030 0.346 -0.85 1.40 -0.01 0.609
C 0.873 -1.599 -0.470 -0.38 -0.30 -1.54 -0.253
C 0.992 1.723 -0.128 1.00 -3.27 0.30 -0.203
H -3.959 -0.219 0.544 -0.03 0.33 -0.21 0.013
H 0.268 -0.069 1.888 0.25 -0.25 -1.08 -0.004
H 0.600 -1.856 -1.554 0.75 1.40 0.95 0.055
H 1.956 -1.826 -0.310 -1.07 0.06 0.09 0.035
H 0.184 -2.352 -0.113 0.30 -0.63 1.17 0.000
H 1.006 2.300 0.740 0.00 0.98 1.52 -0.013
H 2.010 1.687 -0.527 0.21 -0.58 0.48 0.026
H 0.555 2.262 -0.877 -1.98 1.23 -1.90 -0.024
```
Positions in Å, forces in eV/Å.

## Properties
LUMO level ... 0.96 eV
SMILES string ... C#C[SiH](C)C
Energy relative to the best compared isomer or geometry (same formula, charge and spin) ... 21.9 kcal/mol

C4H8Si2 | ωB97M-V/def2-TZVPD

```
14
Properties=species:S:1:pos:R:3:forces:R:3:lowdin_charge:R:1
C 2.526 1.355 -0.672 0.97 0.18 -1.82 -0.569
C 1.836 1.626 0.296 -1.51 -0.19 1.38 -0.263
C -3.054 -2.097 1.399 -2.27 -1.25 1.78 -0.038
C -2.795 -0.823 1.556 0.56 1.55 0.72 -0.364
Si 3.532 1.088 -2.185 -1.50 -1.38 0.62 0.446
Si -1.397 0.203 0.919 0.46 -0.81 0.47 1.065
H -4.066 -2.550 1.763 2.11 0.77 -0.81 0.119
H -2.232 -2.715 1.230 0.76 -1.51 -1.26 0.039
H -3.488 -0.270 2.164 -0.74 0.71 -0.46 0.047
H 4.880 0.715 -1.642 -0.11 0.14 -0.76 -0.089
H 3.414 1.989 -3.340 0.52 0.83 0.29 -0.119
H 2.781 -0.015 -2.956 0.80 -0.01 0.59 -0.100
H -2.029 1.390 0.461 -0.11 0.97 -0.41 -0.062
H 0.091 0.103 1.009 0.05 0.00 -0.33 -0.110
```
Positions in Å, forces in eV/Å.

## Properties
LUMO level (spin up / spin down) ... -3.10 / -3.22 eV
Energy relative to the best compared isomer or geometry (same formula, charge and spin) ... 155.3 kcal/mol

C4H8Si2 | ωB97M-V/def2-TZVPD

```
14
Properties=species:S:1:pos:R:3:forces:R:3:lowdin_charge:R:1
C 2.447 0.614 -0.213 0.70 -1.19 0.75 -0.242
C -1.087 0.008 0.407 2.49 -0.01 0.17 -0.531
C 3.196 -0.478 -0.215 -2.25 0.56 -0.20 -0.097
C -0.765 -1.120 1.112 -3.57 1.84 -1.75 -0.148
Si 0.770 1.252 -0.099 -3.35 -0.27 0.90 0.611
Si -2.829 0.368 -0.279 1.06 -0.93 -0.60 0.682
H 4.226 -0.481 -0.495 0.65 -0.18 0.00 0.037
H 2.620 -1.430 -0.087 0.92 0.52 0.06 0.069
H -1.652 -1.720 1.262 0.25 -0.77 0.51 0.016
H 0.143 -1.477 1.477 1.59 -0.09 0.45 0.015
H 0.359 2.413 0.827 0.92 -0.60 -0.73 -0.049
H 0.355 1.387 -1.473 -0.01 0.65 -0.67 -0.078
H -4.064 0.850 0.277 -0.16 0.48 1.12 -0.155
H -3.136 0.546 -1.718 0.77 0.00 -0.01 -0.132
```
Positions in Å, forces in eV/Å.

## Properties
LUMO level (spin up / spin down) ... -0.57 / -1.30 eV
Energy relative to the best compared isomer or geometry (same formula, charge and spin) ... 112.0 kcal/mol

C4H8Si2 | ωB97M-V/def2-TZVPD

```
14
Properties=species:S:1:pos:R:3:forces:R:3:lowdin_charge:R:1
C -1.450 0.059 -0.641 -2.84 -1.80 -0.93 -0.278
C 1.028 0.109 0.707 0.67 -0.20 -0.10 -0.635
C -2.470 -0.163 -1.459 -1.44 -0.78 -0.45 -0.114
C 2.096 -0.629 1.079 -0.50 0.91 0.10 -0.089
Si -0.757 -0.285 1.037 0.80 0.38 -0.01 0.533
Si 1.111 1.200 -0.791 1.67 1.35 -0.84 0.621
H -2.597 0.068 -2.571 0.88 0.15 1.45 0.065
H -3.497 -0.723 -1.201 2.23 1.09 0.16 0.096
H 3.112 -0.366 0.865 0.45 0.42 -0.85 0.040
H 2.152 -1.493 1.708 -0.95 -0.56 0.66 0.040
H -1.591 0.555 1.880 0.01 0.54 0.39 -0.045
H -0.544 -1.500 1.794 -0.68 -1.13 -0.09 -0.044
H 1.941 0.480 -1.880 -0.33 0.64 0.68 -0.085
H 1.466 2.688 -0.528 0.02 -1.02 -0.17 -0.107
```
Positions in Å, forces in eV/Å.

## Properties
LUMO level (spin up / spin down) ... 0.21 / -1.81 eV
<S²> ... 2.014
Energy relative to the best compared isomer or geometry (same formula, charge and spin) ... 15.1 kcal/mol
Spin multiplicity ... 3

C4H9BO2 | ωB97M-V/def2-TZVPD

```
16
Properties=species:S:1:pos:R:3:forces:R:3:lowdin_charge:R:1
B -2.141 -0.141 -0.042 -0.46 -0.05 0.22 -0.472
C 1.345 -1.949 -0.103 -0.03 -0.78 -0.25 0.013
C 1.071 -0.695 0.302 -0.58 1.51 -0.31 -0.235
C 0.758 1.781 -0.027 -0.25 -0.26 -0.13 -0.116
C 0.669 0.376 -0.529 1.76 -0.34 0.81 -0.192
O -2.443 -1.434 -0.192 0.36 -0.71 -0.11 0.145
O -2.982 0.895 0.088 0.01 0.69 0.06 0.139
H 1.616 -2.722 0.591 0.09 -0.14 0.17 0.046
H 1.281 -2.227 -1.140 -0.02 -0.04 -0.28 0.055
H 1.152 -0.468 1.360 0.03 0.02 0.10 0.105
H 1.798 2.123 -0.061 -0.04 0.07 -0.02 0.080
H 0.158 2.461 -0.625 -0.07 0.14 -0.03 0.068
H 0.428 1.842 1.010 -0.03 0.05 0.09 0.074
H 0.619 0.215 -1.592 -0.23 -0.12 -0.29 0.100
H -3.361 -1.728 -0.190 -0.28 0.12 -0.01 0.096
H -3.931 0.721 0.085 -0.25 -0.15 -0.03 0.094
```
Positions in Å, forces in eV/Å.

## Properties
LUMO level (spin up / spin down) ... 0.61 / -0.65 eV
<S²> ... 2.031
Energy relative to the best compared isomer or geometry (same formula, charge and spin) ... 11.8 kcal/mol
Spin multiplicity ... 3

C4H9BO3 | ωB97M-V/def2-TZVPD

```
17
Properties=species:S:1:pos:R:3:forces:R:3:lowdin_charge:R:1
O 0.452 2.569 0.955 -0.94 -0.15 -0.84 0.104
C -0.422 2.242 0.184 0.89 0.12 0.58 -0.501
O -1.205 3.175 -0.419 0.31 -0.12 0.55 0.112
C -0.668 0.787 -0.206 0.16 0.81 -0.11 -0.100
C 0.631 0.137 -0.715 0.08 0.01 0.15 -0.205
C 1.056 -1.089 0.096 -0.20 0.02 -0.23 -0.147
B -0.059 -2.191 0.231 0.12 -0.06 0.14 -0.328
O -0.235 -2.868 1.400 -0.14 0.15 -0.40 0.109
H -1.934 2.723 -0.847 -0.21 -0.03 -0.31 0.098
H -1.036 0.310 0.697 -0.11 -0.22 0.08 0.127
H -1.435 0.749 -0.975 -0.23 -0.22 0.02 0.112
H 0.509 -0.124 -1.763 -0.07 -0.14 -0.12 0.112
H 1.426 0.875 -0.674 0.10 0.09 -0.02 0.111
H 1.907 -1.547 -0.415 0.12 -0.13 -0.02 0.110
H 1.434 -0.760 1.066 0.00 0.02 0.17 0.108
H -0.782 -2.483 -0.673 -0.03 -0.05 -0.03 0.089
H 0.360 -2.503 2.057 0.15 -0.11 0.39 0.090
```
Positions in Å, forces in eV/Å.

## Properties
LUMO level ... 0.48 eV
SMILES string ... O=C(O)CCCBO
Energy relative to the best compared isomer or geometry (same formula, charge and spin) ... 38.1 kcal/mol

C4H9BOS | ωB97M-V/def2-TZVPD

```
16
Properties=species:S:1:pos:R:3:forces:R:3:lowdin_charge:R:1
B -0.274 -0.922 -0.918 3.35 0.48 2.16 -0.531
C 0.189 1.603 0.540 -0.46 1.08 0.00 -0.258
C 1.150 0.557 1.019 3.00 2.68 -0.69 -0.421
C -1.253 1.064 0.639 -1.86 2.00 -0.89 -0.418
C -0.022 -2.289 -1.540 1.92 1.28 -2.41 -0.085
O 1.357 -0.399 0.094 -3.64 -2.94 -3.25 -0.152
S -1.753 -0.036 -0.818 0.10 1.18 0.82 0.966
H 0.253 2.512 1.151 -0.14 -0.26 0.37 0.108
H 0.484 2.020 -0.469 -0.57 -0.97 0.77 0.138
H 2.187 1.014 1.238 -1.08 0.00 -0.60 0.139
H 0.953 0.235 1.989 -1.29 -1.10 1.90 0.086
H -1.435 0.383 1.488 0.27 0.76 -0.11 0.074
H -2.040 1.986 0.661 1.76 -2.44 -0.07 0.126
H 1.050 -2.502 -1.337 -0.68 -0.25 -0.25 0.077
H -0.188 -2.258 -2.690 0.11 -0.32 1.95 0.108
H -0.656 -2.967 -1.045 -0.79 -1.18 0.33 0.044
```
Positions in Å, forces in eV/Å.

## Properties
LUMO level ... 0.45 eV
Energy relative to the best compared isomer or geometry (same formula, charge and spin) ... 61.7 kcal/mol

C4H9Br2N3 | ωB97M-V/def2-TZVPD

```
18
Properties=species:S:1:pos:R:3:forces:R:3:lowdin_charge:R:1
C 1.553 0.556 2.299 -0.46 0.07 -0.11 -0.096
C -0.595 -1.262 0.361 -0.59 -0.56 -0.01 -1.139
C -0.931 0.941 -2.527 1.09 -1.39 0.18 -0.039
C -0.855 -0.464 -1.956 5.87 -2.66 -2.20 -0.255
N 1.944 0.523 3.516 -3.44 1.65 -0.03 0.300
N 1.081 0.457 1.214 1.44 0.88 1.56 0.244
N -1.147 -0.540 -0.555 0.40 -1.30 -1.15 -0.049
Br -1.383 -1.187 2.036 -0.12 -0.31 0.12 0.914
Br 0.859 -2.463 0.109 -1.17 0.77 -0.13 0.907
H -0.317 1.000 -3.470 -0.58 0.13 1.18 0.128
H -1.967 0.960 -2.786 -0.74 1.43 -0.13 0.086
H -0.569 1.551 -1.700 -0.33 1.03 -0.69 0.077
H 0.264 -0.981 -1.982 -2.42 1.65 -0.37 0.131
H -1.354 -1.117 -2.673 -0.79 -0.52 0.98 0.145
H 2.744 0.117 3.823 3.59 -1.88 0.29 0.121
H 1.455 0.857 4.386 -0.31 0.17 -1.59 0.216
H 1.159 1.018 0.366 0.13 0.08 0.25 0.162
H -1.939 0.032 -0.461 -1.58 0.77 1.84 0.147
```
Positions in Å, forces in eV/Å.

## Properties
LUMO level ... -8.61 eV
Energy relative to the best compared isomer or geometry (same formula, charge and spin) ... 3.7 kcal/mol
Net charge ... +2

C4H9BrF3O6PS2 | ωB97M-V/def2-TZVPD

```
26
Properties=species:S:1:pos:R:3:forces:R:3:lowdin_charge:R:1
O 4.197 -1.741 1.330 -0.32 1.75 -2.82 -0.301
P 4.470 -1.063 0.007 3.05 -3.67 4.37 0.395
O 5.904 -0.222 0.180 -2.59 -1.02 -1.44 -0.149
O 4.662 -2.193 -1.186 -0.43 2.61 0.76 -0.148
S 2.996 0.410 -0.488 -0.32 1.01 -1.52 0.976
C 1.498 -0.412 -1.250 -0.76 -1.32 0.13 -0.396
C 0.783 -1.420 -0.277 0.05 0.39 0.65 -0.316
C -0.679 -1.012 0.078 0.07 -0.89 0.74 -0.575
Br -1.735 -0.422 -1.462 0.60 -0.12 0.56 0.746
H 6.545 -0.543 -0.475 0.07 0.27 0.01 0.090
H 4.853 -3.032 -0.728 -0.24 0.04 0.06 0.105
H 2.639 0.958 0.733 0.16 -1.00 -0.44 0.053
H 0.853 0.419 -1.620 0.46 -0.37 0.51 0.062
H 1.834 -0.992 -2.145 0.37 0.87 0.66 0.109
H 1.351 -1.446 0.691 -0.46 -0.09 -0.74 0.098
H 0.833 -2.464 -0.670 -0.09 0.96 -0.03 0.122
H -0.704 -0.281 0.920 -0.22 -0.11 -1.05 0.081
H -1.179 -1.927 0.477 0.29 0.80 -0.42 0.080
C -5.357 2.756 1.186 -0.32 0.36 0.29 -0.666
F -6.445 3.169 0.520 0.09 -0.19 -0.25 0.111
F -4.650 3.861 1.478 0.28 -0.09 -0.13 0.102
F -5.794 2.267 2.358 0.15 -0.28 -0.04 0.107
S -4.368 1.516 0.227 0.56 -1.07 -0.96 0.411
O -3.984 2.216 -0.992 -0.24 0.17 0.60 -0.369
O -5.282 0.406 0.008 0.08 0.63 0.37 -0.342
O -3.242 1.191 1.098 -0.30 0.36 0.12 -0.387
```
Positions in Å, forces in eV/Å.

## Properties
LUMO level ... -2.90 eV

C4H9BrN2S | ωB97M-V/def2-TZVPD

```
17
Properties=species:S:1:pos:R:3:forces:R:3:lowdin_charge:R:1
H 0.740 -2.709 -2.340 0.19 0.24 -0.13 0.046
N 1.090 -1.826 -1.965 -0.82 -0.41 -0.31 0.045
C 0.231 -0.910 -2.127 -0.62 1.80 0.18 -0.449
N 0.354 0.335 -1.520 0.79 1.14 0.11 -0.549
C -0.325 1.605 -1.975 0.33 -0.33 1.74 -0.148
Br 2.034 0.630 -0.630 -1.18 -0.02 -0.58 0.659
H -0.755 -0.815 -2.662 0.80 -1.03 0.18 0.139
H -0.734 2.165 -1.022 1.26 -0.79 -2.14 0.121
H 0.248 2.164 -2.735 0.47 0.25 1.09 0.076
H -1.164 1.376 -2.583 -1.20 -0.89 -0.16 0.045
C 0.311 -3.776 1.003 -2.34 3.11 -3.91 -0.152
C -0.060 -2.366 1.450 1.73 -0.29 2.91 -0.739
S -1.228 -1.383 0.952 0.30 -0.40 -0.15 0.651
H -0.057 -3.700 -0.105 1.01 -0.85 1.66 0.086
H 1.306 -4.076 1.086 1.70 -0.03 0.14 0.047
H -0.305 -4.475 1.457 -1.31 -1.33 1.13 0.042
H 0.568 -2.066 2.397 -1.12 -0.16 -1.76 0.079
```
Positions in Å, forces in eV/Å.

## Properties
LUMO level ... 0.14 eV
SMILES string ... [H]/N=C/N(C)Br.CC=S
Energy relative to the best compared isomer or geometry (same formula, charge and spin) ... 23.7 kcal/mol

C4H9BrNO | ωB97M-V/def2-TZVPD

```
16
Properties=species:S:1:pos:R:3:forces:R:3:lowdin_charge:R:1
C -1.034 1.892 -0.173 -0.14 0.71 -0.42 -0.169
C -0.977 0.559 0.485 -0.43 -0.41 -0.10 -0.335
C -0.079 0.221 1.388 0.39 -0.11 0.59 -0.052
C 1.078 -1.090 -0.784 -0.72 -1.72 1.68 -0.843
N 0.157 -2.022 -0.668 2.69 -0.25 1.61 0.199
O 2.061 -1.177 0.098 0.54 2.54 -2.08 0.084
Br 0.900 0.241 -2.001 0.54 0.02 -0.69 1.096
H 0.057 2.323 -0.174 -2.40 -0.30 -0.17 0.099
H -1.525 1.807 -1.203 1.06 0.34 1.26 0.083
H -1.710 -0.227 0.228 0.19 0.66 -0.05 0.111
H -0.090 -0.797 1.753 0.07 0.11 0.47 0.065
H 0.684 0.900 1.787 -0.28 -0.20 -0.22 0.093
H 0.239 -2.691 0.109 0.11 0.42 -0.53 0.176
H -1.759 2.501 0.429 0.89 -0.02 -0.55 0.098
H -0.638 -2.100 -1.211 -1.70 0.15 -1.54 0.110
H 2.635 -0.341 -0.063 -0.81 -1.94 0.75 0.186
```
Positions in Å, forces in eV/Å.

## Properties
LUMO level ... -4.55 eV
Energy relative to the best compared isomer or geometry (same formula, charge and spin) ... 20.0 kcal/mol
Net charge ... +1

C4H9BrO3S | ωB97M-V/def2-TZVPD

```
18
Properties=species:S:1:pos:R:3:forces:R:3:lowdin_charge:R:1
C -1.790 0.463 -2.020 -0.24 -2.14 -1.45 -0.094
C 2.516 -1.318 1.842 -3.98 1.20 -3.07 -0.189
C -0.956 -0.044 -0.854 -1.38 2.60 -0.17 -0.503
C 0.178 0.954 -0.601 0.93 -0.47 1.63 -0.677
O 0.965 0.465 0.466 0.92 0.03 -0.06 -0.448
O 0.228 -0.831 2.968 -1.16 -0.41 0.65 -0.444
O -1.755 -0.163 0.297 -1.07 0.01 0.35 -0.054
S 1.278 -0.044 2.408 0.32 0.32 -2.51 1.063
Br -0.493 2.843 -0.328 0.01 -0.35 0.29 0.618
H -2.378 1.306 -1.584 0.25 -0.52 -1.21 0.053
H -1.057 0.701 -2.823 -0.75 0.69 0.42 0.083
H -2.408 -0.403 -2.556 0.80 1.90 1.62 0.124
H 2.475 -1.054 0.727 0.71 -0.77 1.52 0.077
H 3.357 -1.097 2.352 3.14 0.68 1.30 -0.009
H 2.109 -2.290 2.092 -0.15 -0.03 -0.07 0.057
H -0.460 -0.946 -1.054 0.56 -1.51 -0.21 0.128
H 0.817 1.161 -1.501 -0.34 -0.62 0.91 0.101
H -2.626 0.296 0.167 1.44 -0.61 0.07 0.114
```
Positions in Å, forces in eV/Å.

## Properties
LUMO level ... -0.69 eV
Energy relative to the best compared isomer or geometry (same formula, charge and spin) ... 52.2 kcal/mol

C4H9BrP2 | ωB97M-V/def2-TZVPD

```
16
Properties=species:S:1:pos:R:3:forces:R:3:lowdin_charge:R:1
C 0.024 -1.150 0.288 1.55 0.33 0.19 -0.328
C -1.307 -1.105 -0.463 0.46 1.53 -2.68 -0.418
C -0.192 1.348 -1.078 2.44 -3.65 1.12 -0.388
C 1.053 -0.051 -0.108 -1.20 0.73 -3.81 -0.556
P -1.850 0.738 -0.776 0.09 -1.71 -0.24 0.511
P 2.021 1.118 0.892 -2.72 -0.33 1.32 0.779
Br -2.240 1.230 1.352 0.09 0.35 0.37 0.236
H -0.048 -0.881 1.324 -1.11 -0.44 0.88 0.045
H 0.487 -2.177 0.266 -0.34 1.01 -0.20 0.122
H -1.353 -1.550 -1.525 0.91 0.64 1.28 0.093
H -2.112 -1.629 -0.045 -1.08 -0.59 1.30 0.030
H 0.080 2.284 -0.654 0.20 0.78 -0.04 -0.010
H 0.236 1.062 -2.052 -0.64 0.74 0.18 0.041
H 1.781 -0.436 -0.867 -0.93 0.39 -0.02 0.058
H 2.606 0.130 1.650 0.81 -0.60 0.68 -0.141
H 0.813 1.069 1.796 1.49 0.82 -0.33 -0.074
```
Positions in Å, forces in eV/Å.

## Properties
LUMO level ... 0.71 eV
Energy relative to the best compared isomer or geometry (same formula, charge and spin) ... 40.0 kcal/mol